Record 1
Molecular formula: C4H8O2
Method: DFT, wB97M-V/def2-TZVPD

Cartesian coordinates (Å):
1 C -1.520 -0.189 -0.280
2 C -0.461 -0.606 0.723
3 C 0.949 -0.160 0.413
4 O 1.432 -0.438 -0.893
5 C 0.898 1.327 0.722
6 O 1.235 1.983 -0.333
7 H -2.516 -0.507 0.027
8 H -1.539 0.895 -0.380
9 H -1.363 -0.610 -1.276
10 H -0.482 -1.666 0.917
11 H 1.656 -0.616 1.109
12 H 0.712 -0.754 -1.450
13 H -0.636 -0.108 1.697
14 H 1.502 1.327 -1.033

Values from the calculation:
Gap between HOMO and LUMO = 9.2 eV
HOMO = -8.6 eV
ΔE to the lowest compared entry with this formula, charge and spin = 313.60 kJ/mol
Total energy = -8370.032 eV

Charges per atom according to natural (NBO) partitioning, unit e: number 1, C, carries -0.62; number 2, C, carries -0.43; number 3, C, carries -0.08; number 4, O, carries -0.73; number 5, C, carries 0.25; number 6, O, carries -0.63; number 7, H, carries 0.23; number 8, H, carries 0.22; number 9, H, carries 0.19; number 10, H, carries 0.21; number 11, H, carries 0.21; number 12, H, carries 0.48; number 13, H, carries 0.24; number 14, H, carries 0.47

Record 2
Molecular formula: C3H8NOP
Method: DFT, wB97M-V/def2-TZVPD

Cartesian coordinates (Å):
1 C 0.727 -0.467 0.198
2 C -1.888 -0.036 -0.033
3 C -0.464 0.346 -0.340
4 N 0.566 -2.029 0.106
5 O -0.167 1.665 0.198
6 P 2.218 0.421 0.072
7 H -2.646 0.380 -0.707
8 H -2.155 0.251 1.015
9 H -1.954 -1.059 -0.127
10 H -0.364 0.228 -1.451
11 H 1.502 -2.452 -0.223
12 H -0.783 2.336 -0.176
13 H 2.477 1.077 1.191
14 H 2.931 -0.662 0.279

Values from the calculation:
Gap between HOMO and LUMO (spin up / spin down) = 8.3 / 8.3 eV
HOMO (spin up / spin down) = -8.6 / -8.6 eV
ΔE to the lowest compared entry with this formula, charge and spin = 392.44 kJ/mol
Total energy = -16062.987 eV
Structure (SMILES) = [H]/N=C(\P)[C@@H](C)O

Charges per atom according to natural (NBO) partitioning, unit e: number 1, C, carries -0.02; number 2, C, carries -0.63; number 3, C, carries 0.02; number 4, N, carries -0.65; number 5, O, carries -0.74; number 6, P, carries 0.39; number 7, H, carries 0.21; number 8, H, carries 0.22; number 9, H, carries 0.24; number 10, H, carries 0.20; number 11, H, carries 0.33; number 12, H, carries 0.48; number 13, H, carries 0.00; number 14, H, carries -0.05

Record 3
Molecular formula: C2H3CaF4O
Method: DFT, wB97M-V/def2-TZVPD

Cartesian coordinates (Å):
1 C 0.883 0.651 0.499
2 F 1.344 1.345 -0.517
3 F 1.763 -0.262 0.801
4 F 0.668 1.613 1.414
5 F -0.556 -0.181 2.634
6 C -0.436 -0.786 -1.306
7 O -0.466 0.012 -0.108
8 Ca -1.878 0.550 1.381
9 H 0.294 -1.596 -1.196
10 H -1.416 -1.244 -1.473
11 H -0.201 -0.100 -2.129

Values from the calculation:
Net charge = +1
Gap between HOMO and LUMO = 10.8 eV
HOMO = -15.9 eV
ΔE to the lowest compared entry with this formula, charge and spin = 117.93 kJ/mol
Total energy = -33473.047 eV

Charges per atom according to natural (NBO) partitioning, unit e: number 1, C, carries 1.21; number 2, F, carries -0.30; number 3, F, carries -0.25; number 4, F, carries -0.29; number 5, F, carries -0.88; number 6, C, carries -0.26; number 7, O, carries -0.73; number 8, Ca, carries 1.85; number 9, H, carries 0.22; number 10, H, carries 0.21; number 11, H, carries 0.22

Record 4
Molecular formula: C2H5N2S3
Method: DFT, wB97M-V/def2-TZVPD

Cartesian coordinates (Å):
1 C -0.474 -1.186 -1.203
2 C 0.145 0.418 0.914
3 N 0.995 -0.623 0.581
4 N -1.538 -1.003 -0.560
5 S -1.583 -0.228 0.985
6 S 0.259 1.904 -0.209
7 S 2.514 -0.562 0.175
8 H -0.362 -1.659 -2.159
9 H 0.325 0.764 1.938
10 H -2.486 -1.283 -0.845
11 H -0.486 2.702 0.554
12 H 2.690 0.757 -0.172

Values from the calculation:
Net charge = +1
Gap between HOMO and LUMO (spin up / spin down) = 7.8 / 7.2 eV
HOMO (spin up / spin down) = -13.5 / -13.2 eV
ΔE to the lowest compared entry with this formula, charge and spin = 428.32 kJ/mol
Total energy = -37629.136 eV

Charges per atom according to natural (NBO) partitioning, unit e: number 1, C, carries 0.23; number 2, C, carries -0.34; number 3, N, carries -0.59; number 4, N, carries -0.64; number 5, S, carries 0.51; number 6, S, carries -0.01; number 7, S, carries 0.61; number 8, H, carries 0.22; number 9, H, carries 0.29; number 10, H, carries 0.45; number 11, H, carries 0.16; number 12, H, carries 0.10

Record 5
Molecular formula: C3H3NO
Method: DFT, wB97M-V/def2-TZVPD

Cartesian coordinates (Å):
1 O -1.315 -0.171 0.420
2 C -0.244 -0.908 0.675
3 C 0.940 -0.367 0.146
4 C 0.338 0.848 -0.388
5 N -0.977 0.937 -0.301
6 H -0.463 -1.747 1.334
7 H 0.790 -0.255 -1.099
8 H 0.931 1.661 -0.787

Values from the calculation:
Gap between HOMO and LUMO = 9.4 eV
HOMO = -9.4 eV
ΔE to the lowest compared entry with this formula, charge and spin = 460.55 kJ/mol
Total energy = -6691.719 eV

Charges per atom according to natural (NBO) partitioning, unit e: number 1, O, carries -0.23; number 2, C, carries 0.19; number 3, C, carries -0.52; number 4, C, carries -0.13; number 5, N, carries -0.13; number 6, H, carries 0.22; number 7, H, carries 0.36; number 8, H, carries 0.24

Record 6
Molecular formula: C9H19N2Si
Method: DFT, wB97M-V/def2-TZVPD

Cartesian coordinates (Å):
1 C -0.689 0.512 -1.640
2 C -1.027 0.158 -0.358
3 C 1.151 0.060 -0.420
4 C -3.586 0.073 -0.635
5 C -2.572 1.348 1.186
6 C -2.503 -1.188 1.084
7 C 4.204 0.578 -1.339
8 C 3.419 -1.717 0.816
9 C -2.352 0.154 0.307
10 N 0.704 0.464 -1.580
11 N 0.118 -0.112 0.380
12 Si 3.256 0.118 0.253
13 H -1.248 0.996 -2.430
14 H -4.451 0.054 0.060
15 H -3.687 0.936 -1.352
16 H -3.442 -0.897 -1.147
17 H -3.085 1.098 2.124
18 H -1.554 1.869 1.551
19 H -3.206 2.004 0.536
20 H -3.358 -1.240 1.680
21 H -2.520 -2.016 0.416
22 H -1.904 -1.588 1.958
23 H 4.256 0.265 -2.344
24 H 4.031 1.657 -1.439
25 H 5.259 0.740 -1.003
26 H 3.154 -2.364 0.033
27 H 4.304 -1.900 1.325
28 H 2.652 -1.944 1.662
29 H 1.259 0.974 -2.299
30 H 0.327 -0.214 1.365
31 H 3.091 1.123 1.250

Values from the calculation:
Net charge = +1
Gap between HOMO and LUMO = 10.6 eV
HOMO = -13.2 eV
ΔE to the lowest compared entry with this formula, charge and spin = 197.34 kJ/mol
Total energy = -20491.723 eV
Structure (SMILES) = C[SiH](C)c1[nH]cc(C(C)(C)C)[nH+]1

Charges per atom according to natural (NBO) partitioning, unit e: number 1, C, carries -0.09; number 2, C, carries 0.18; number 3, C, carries 0.17; number 4, C, carries -0.59; number 5, C, carries -0.60; number 6, C, carries -0.64; number 7, C, carries -1.14; number 8, C, carries -1.06; number 9, C, carries -0.12; number 10, N, carries -0.50; number 11, N, carries -0.51; number 12, Si, carries 1.33; number 13, H, carries 0.26; number 14, H, carries 0.23; number 15, H, carries 0.22; number 16, H, carries 0.22; number 17, H, carries 0.23; number 18, H, carries 0.21; number 19, H, carries 0.23; number 20, H, carries 0.23; number 21, H, carries 0.22; number 22, H, carries 0.22; number 23, H, carries 0.28; number 24, H, carries 0.25; number 25, H, carries 0.27; number 26, H, carries 0.25; number 27, H, carries 0.25; number 28, H, carries 0.24; number 29, H, carries 0.45; number 30, H, carries 0.45; number 31, H, carries -0.15